No. 1
Density functional theory data (wB97M-V/def2-TZVPD) for a 2-piece molecular cluster, C3H11N3O2 overall.

The charge is 0. Its HOMO-LUMO gap is 9.23 eV. The total energy comes out at -11854.677 eV. The calculation puts the HOMO energy at -9.02 eV. As for the SMILES: NCNC(=O)CN.O. The max |F| comes out at 2.661 eV Å⁻¹.

Last column: natural (NBO) charge in e.
Element x y z (Å)
O  0.038  2.053  -0.029  -0.650
O  1.644  -2.222  -0.189  -0.933
N  -0.566  -0.835  2.758  -0.830
N  -0.711  0.699  -2.726  -0.805
N  -0.336  -0.104  0.452  -0.639
C  -0.723  0.291  1.861  -0.047
C  0.427  0.526  -1.809  -0.307
C  0.074  0.878  -0.385  0.643
H  -1.053  -1.680  2.474  0.352
H  -1.064  1.628  -2.525  0.360
H  0.029  1.021  2.106  0.216
H  -1.468  0.065  -2.504  0.347
H  1.217  1.195  -2.140  0.215
H  0.801  -0.495  -1.900  0.193
H  -1.756  0.588  1.751  0.190
H  -0.292  -1.088  0.268  0.395
H  0.428  -1.000  2.835  0.359
H  1.148  -2.790  0.427  0.465
H  1.673  -2.759  -0.991  0.474

***

No. 2
Density functional theory data (wB97M-V/def2-TZVPD) for a 2-piece molecular cluster, C3H11N3O2 overall.

The charge is 0. Its HOMO-LUMO gap is 9.73 eV. The total energy comes out at -11849.350 eV. The calculation puts the HOMO energy at -8.75 eV. As for the SMILES: C/N=N/O.CCON. The max |F| comes out at 3.437 eV Å⁻¹.

Last column: natural (NBO) charge in e.
Element x y z (Å)
O  -0.592  -0.361  -1.196  -0.462
O  2.560  0.911  0.440  -0.572
N  1.507  0.039  0.489  0.104
N  1.866  -1.125  0.706  -0.186
N  -0.068  0.500  -2.166  -0.544
C  -1.397  1.618  0.383  -0.654
C  0.851  -2.107  0.948  -0.464
C  -1.725  0.266  -0.193  -0.063
H  -0.127  -1.858  0.534  0.218
H  -2.314  2.111  0.710  0.215
H  0.788  -2.270  2.026  0.216
H  2.995  0.902  1.314  0.469
H  -0.105  0.026  -3.067  0.346
H  1.168  -3.031  0.466  0.214
H  -0.917  2.246  -0.363  0.238
H  0.897  0.705  -1.902  0.342
H  -2.526  0.347  -0.932  0.182
H  -2.083  -0.469  0.526  0.189
H  -0.781  1.550  1.278  0.211

***

No. 3
Density functional theory data (wB97M-V/def2-TZVPD) for a 2-piece molecular cluster, C3H11N3O2 overall.

The charge is 0. Its HOMO-LUMO gap is 9.88 eV. The total energy comes out at -11850.175 eV. The calculation puts the HOMO energy at -9.16 eV. As for the SMILES: [H]/N=C(/C)NO.CNO. The max |F| comes out at 3.375 eV Å⁻¹.

Last column: natural (NBO) charge in e.
Element x y z (Å)
O  0.257  1.295  -0.916  -0.661
O  0.007  1.003  2.137  -0.571
N  -0.556  -2.018  0.345  -0.726
N  0.236  -0.353  1.781  -0.357
N  1.188  0.058  -1.385  -0.328
C  1.643  0.589  -2.620  -0.490
C  -2.160  -0.483  1.265  -0.678
C  -0.778  -1.037  1.119  0.448
H  0.756  1.842  -0.285  0.473
H  1.151  -0.422  1.339  0.378
H  0.831  1.465  -2.609  0.248
H  -2.852  -1.137  0.742  0.240
H  -2.209  0.525  0.854  0.244
H  0.441  -0.625  -1.536  0.366
H  1.601  -0.073  -3.483  0.206
H  2.605  1.091  -2.500  0.188
H  -2.435  -0.402  2.317  0.217
H  -0.143  1.013  3.092  0.472
H  0.414  -2.330  0.344  0.332

***

No. 4
Density functional theory data (wB97M-V/def2-TZVPD) for the molecule C3H11N3O3.

The charge is 0. Its HOMO-LUMO gap is 9.48 eV. The total energy comes out at -13901.945 eV. The calculation puts the HOMO energy at -8.86 eV. As for the SMILES: N[C@H](O)N[C@@H](O)[C@H](N)O. The max |F| comes out at 0.859 eV Å⁻¹.

Last column: natural (NBO) charge in e.
Element x y z (Å)
O  -0.655  1.760  0.414  -0.730
O  0.566  -0.379  1.633  -0.756
O  0.437  1.538  -2.551  -0.706
N  1.776  1.106  -0.699  -0.848
N  -0.786  -2.241  1.619  -0.855
N  -1.119  -0.501  0.031  -0.673
C  -0.730  0.768  -0.566  0.202
C  0.589  0.721  -1.425  0.206
C  -0.138  -1.256  0.794  0.384
H  -1.589  -1.813  2.075  0.372
H  0.456  2.457  -2.258  0.465
H  -1.543  -1.102  -0.660  0.372
H  1.993  0.432  0.025  0.372
H  0.594  -1.786  0.148  0.129
H  1.611  2.001  -0.245  0.360
H  -1.544  1.062  -1.240  0.185
H  -0.183  1.371  1.166  0.492
H  0.726  -0.292  -1.820  0.157
H  0.657  -0.820  2.484  0.502
H  -1.117  -3.027  1.074  0.370

***

No. 5
Density functional theory data (wB97M-V/def2-TZVPD) for a 3-piece molecular cluster, C3H11N3O3 overall.

The charge is 0. Its HOMO-LUMO gap is 8.17 eV. The total energy comes out at -13899.862 eV. The calculation puts the HOMO energy at -7.63 eV. The max |F| comes out at 2.998 eV Å⁻¹.

Last column: natural (NBO) charge in e.
Element x y z (Å)
O  0.166  -1.800  -0.087  -0.676
O  0.898  -0.816  2.063  -0.821
O  2.842  0.159  1.454  -0.718
N  -1.687  -0.587  0.570  -0.802
N  -1.042  -0.719  -1.671  -0.454
N  -1.995  0.266  -1.982  -0.664
C  -0.782  -0.976  -0.358  0.846
C  0.799  1.182  0.036  -0.908
C  1.516  0.276  1.749  0.545
H  -2.678  -0.109  -2.631  0.369
H  1.329  1.156  2.366  0.136
H  -1.548  1.095  -2.361  0.371
H  1.103  0.692  -0.891  0.171
H  0.591  -1.515  0.984  0.505
H  1.555  1.955  0.180  0.205
H  2.978  -0.734  1.086  0.474
H  -1.327  -0.532  1.512  0.436
H  -2.315  0.149  0.287  0.415
H  -0.149  1.722  -0.018  0.174
H  -0.253  -0.864  -2.289  0.396

***

No. 6
Density functional theory data (wB97M-V/def2-TZVPD) for a 2-piece molecular cluster, C3H11N3S overall.

Its spin multiplicity is 2. The charge is -1. Its HOMO-LUMO gap (spin up / spin down) is 4.60 / 7.15 eV. The total energy comes out at -18594.140 eV. The calculation puts the HOMO energy (spin up / spin down) at -0.50 / -3.08 eV. The max |F| comes out at 1.271 eV Å⁻¹.

Last column: natural (NBO) charge in e.
Element x y z (Å)
S  -1.679  0.765  -0.744  -0.629
N  -0.152  -2.326  0.091  -0.894
N  1.464  0.869  -1.854  -0.849
N  -1.232  -0.889  1.671  -0.918
C  -0.435  -1.999  1.428  -0.008
C  1.083  1.169  -0.464  -0.233
C  -0.277  1.844  -0.320  -0.531
H  1.240  1.676  -2.433  0.330
H  1.091  0.230  0.084  0.203
H  0.763  0.201  -2.167  0.359
H  1.850  1.825  -0.035  0.154
H  -1.512  -0.718  2.616  0.363
H  -0.121  -2.632  2.235  0.138
H  -0.467  -1.698  -0.629  0.405
H  -0.340  2.183  0.722  0.179
H  0.556  -2.997  -0.117  0.368
H  -1.500  -0.260  0.834  0.389
H  -0.333  2.757  -0.916  0.174

***

No. 7
Density functional theory data (wB97M-V/def2-TZVPD) for an isolated ion of composition C3H11N4 and charge +1.

The charge is +1. Its HOMO-LUMO gap is 10.56 eV. The total energy comes out at -9241.208 eV. The calculation puts the HOMO energy at -13.63 eV. As for the SMILES: [H]/N=C(/N)N[NH+](C)C. The max |F| comes out at 2.736 eV Å⁻¹.

Last column: natural (NBO) charge in e.
Element x y z (Å)
N  0.429  0.142  -0.421  -0.199
N  -1.397  -1.852  -1.070  -0.745
N  -0.434  -0.414  0.578  -0.468
N  -2.336  -1.674  1.052  -0.823
C  0.049  1.573  -0.713  -0.433
C  1.832  0.253  0.097  -0.428
C  -1.382  -1.326  0.083  0.561
H  0.178  -0.451  -1.202  0.448
H  2.478  0.763  -0.592  0.241
H  -2.143  -1.444  2.072  0.406
H  -0.869  0.218  1.226  0.407
H  0.154  2.111  0.279  0.229
H  -0.985  1.398  -0.970  0.233
H  -0.967  -1.504  -1.903  0.355
H  -3.081  -2.355  0.852  0.444
H  2.346  -0.689  0.302  0.261
H  1.813  1.024  0.947  0.240
H  0.613  2.182  -1.456  0.270

***

No. 8
Density functional theory data (wB97M-V/def2-TZVPD) for a 2-piece molecular cluster, C3H11NO overall.

The charge is 0. Its HOMO-LUMO gap is 10.39 eV. The total energy comes out at -6827.245 eV. The calculation puts the HOMO energy at -9.60 eV. As for the SMILES: CC(C)O.N. The max |F| comes out at 0.177 eV Å⁻¹.

Last column: natural (NBO) charge in e.
Element x y z (Å)
O  -0.970  -0.212  -0.248  -0.758
N  0.296  -2.800  0.409  -1.081
C  1.067  0.906  -0.912  -0.626
C  0.026  0.706  0.177  0.099
C  -0.675  2.003  0.540  -0.617
H  -0.608  -1.108  -0.151  0.498
H  -1.415  1.815  1.316  0.215
H  -1.190  2.399  -0.334  0.208
H  0.516  0.316  1.080  0.142
H  -0.193  -3.674  0.258  0.370
H  1.839  1.618  -0.604  0.202
H  0.497  -2.748  1.403  0.369
H  0.584  1.293  -1.808  0.210
H  0.035  2.746  0.902  0.202
H  1.183  -2.866  -0.077  0.367
H  1.556  -0.039  -1.161  0.200

***

No. 9
Density functional theory data (wB97M-V/def2-TZVPD) for a 2-piece molecular cluster, C3H11NO overall.

The charge is 0. Its HOMO-LUMO gap is 9.58 eV. The total energy comes out at -6824.535 eV. The calculation puts the HOMO energy at -8.59 eV. As for the SMILES: CNC.CO. The max |F| comes out at 4.238 eV Å⁻¹.

Last column: natural (NBO) charge in e.
Element x y z (Å)
O  -0.127  -1.324  -0.788  -0.789
N  -0.663  0.878  0.540  -0.684
C  -0.830  0.191  1.793  -0.447
C  0.737  -1.175  -1.884  -0.228
C  0.735  1.417  0.327  -0.429
H  -0.155  -0.690  -0.052  0.495
H  0.790  2.334  0.954  0.187
H  0.847  -0.113  -1.842  0.163
H  1.814  -1.657  -1.599  0.139
H  0.254  -1.616  -2.723  0.186
H  -1.590  -0.618  1.722  0.207
H  0.996  1.696  -0.764  0.203
H  -1.303  1.542  0.029  0.401
H  -1.252  0.764  2.662  0.183
H  1.431  0.633  0.606  0.198
H  -0.028  -0.429  2.112  0.214

***

No. 10
Density functional theory data (wB97M-V/def2-TZVPD) for C3H11NO as an isolated structure.

The charge is 0. Its HOMO-LUMO gap is 9.81 eV. The total energy comes out at -6823.779 eV. The calculation puts the HOMO energy at -8.95 eV. The max |F| comes out at 5.916 eV Å⁻¹.

Last column: natural (NBO) charge in e.
Element x y z (Å)
O  -0.169  -0.962  1.490  -0.791
N  -0.162  0.234  -0.747  -0.617
C  -0.425  0.390  1.927  -0.388
C  1.316  0.350  -0.681  -0.419
C  -0.680  -0.936  -1.413  -0.406
H  -0.271  0.380  3.049  0.194
H  1.596  1.002  0.135  0.210
H  0.245  1.290  1.732  0.155
H  1.770  0.791  -1.567  0.186
H  -0.466  -0.172  0.634  0.502
H  -1.771  -0.868  -1.303  0.207
H  -0.602  1.110  -1.057  0.382
H  -0.392  -0.947  -2.459  0.177
H  -1.445  0.837  1.774  0.165
H  -0.260  -1.820  -0.986  0.221
H  1.717  -0.678  -0.528  0.221

***

No. 11
Density functional theory data (wB97M-V/def2-TZVPD) for a 2-piece molecular cluster, C3H11NO2 overall.

The charge is 0. Its HOMO-LUMO gap is 9.01 eV. The total energy comes out at -8871.738 eV. The calculation puts the HOMO energy at -8.32 eV. As for the SMILES: CNCCO.O. The max |F| comes out at 3.776 eV Å⁻¹.

Last column: natural (NBO) charge in e.
Element x y z (Å)
O  0.168  3.971  2.217  -0.945
O  -2.387  -0.392  -1.463  -0.764
N  1.010  -0.769  0.261  -0.672
C  -0.991  -1.232  -1.274  -0.086
C  0.388  -0.349  -0.927  -0.222
C  1.745  -1.951  0.655  -0.405
H  -0.925  -1.804  -2.275  0.170
H  0.533  3.358  2.876  0.474
H  1.043  -0.445  -1.967  0.168
H  -2.124  0.448  -1.979  0.457
H  1.797  -2.667  -0.203  0.203
H  1.039  -0.040  1.013  0.376
H  -0.368  4.609  2.617  0.471
H  2.755  -1.760  1.119  0.191
H  1.246  -2.566  1.510  0.176
H  0.005  0.759  -0.803  0.225
H  -1.162  -1.943  -0.490  0.183

***

No. 12
Density functional theory data (wB97M-V/def2-TZVPD) for a 2-piece molecular cluster, C3H11NO2 overall.

The charge is 0. Its HOMO-LUMO gap is 10.14 eV. The total energy comes out at -8873.742 eV. The calculation puts the HOMO energy at -9.22 eV. As for the SMILES: CCNCO.O. The max |F| comes out at 1.600 eV Å⁻¹.

Last column: natural (NBO) charge in e.
Element x y z (Å)
O  0.555  -1.483  -2.168  -0.763
O  -2.374  1.381  1.954  -0.945
N  -0.141  -0.434  -0.087  -0.635
C  0.995  0.542  0.001  -0.239
C  -0.443  -0.726  -1.450  0.086
C  1.678  0.543  1.354  -0.630
H  -2.407  2.111  2.578  0.466
H  -0.594  0.192  -2.022  0.164
H  0.135  -2.187  -2.665  0.474
H  1.697  0.080  -0.711  0.192
H  -1.461  1.100  1.857  0.477
H  1.981  1.483  1.754  0.220
H  0.661  1.531  -0.338  0.195
H  -1.326  -1.367  -1.453  0.162
H  0.090  -1.284  0.415  0.360
H  1.020  0.088  2.112  0.203
H  2.549  -0.116  1.261  0.214

***

- charge of number 2 (C3H11N3O2)?
  0